Formula: C40H31IrN3O6PS
Source: OMol25
Level of theory: wB97M-V/def2-TZVPD

Values from the calculation:
- Expectation value of S²: 8.7859
- Charge: +3
- Orbital gap (spin up / spin down): 0.2275 / 0.1551 Ha
- Multiplicity: 6

Structure (XYZ):
```
83
Properties=species:S:1:pos:R:3:forces:R:3:mulliken_spin:R:1
Ir -0.7558 1.5288 -1.2177 -0.088 1.076 0.512 2.523
O -3.9008 4.7520 -2.0816 -0.367 0.575 0.056 0.006
C -3.0320 3.8992 -1.6285 0.326 -0.712 -0.443 0.022
O -2.6707 2.8920 -2.2175 -0.176 0.045 0.103 0.047
C -2.4966 4.2150 -0.2724 0.019 0.109 0.225 -0.018
C -2.8853 5.3297 0.4652 0.237 -0.147 0.066 -0.006
C -2.4134 5.4571 1.7663 -0.007 -0.136 -0.220 0.004
C -1.6021 4.4579 2.2828 0.045 -0.311 -0.302 -0.001
C -1.2562 3.3768 1.4693 -0.427 0.653 -0.244 -0.025
N -1.6702 3.2800 0.1983 0.182 -0.162 0.078 0.036
C -0.4867 2.1923 1.9128 0.249 -0.527 0.092 0.011
O -0.1468 2.0480 3.1732 0.074 -0.030 -0.240 0.004
O -0.2000 1.3133 1.1058 -0.661 0.387 0.277 0.113
H -4.2941 4.5187 -2.9426 0.237 -0.160 0.159 0.000
H -3.5217 6.0808 0.0245 -0.141 -0.021 -0.030 0.000
H -2.6924 6.3022 2.3781 -0.001 0.077 -0.010 0.000
H -1.2529 4.5445 3.3013 0.036 -0.034 0.067 0.001
H -0.4389 2.7508 3.7757 0.011 -0.057 -0.213 0.001
O 0.6075 -1.2385 -0.4618 -1.336 -0.152 -1.678 0.058
S -0.2806 -1.7807 -1.5092 0.978 -0.548 1.397 0.003
O 0.3515 -2.2235 -2.7061 -0.287 -0.242 -0.254 0.039
N -1.2312 -0.4576 -1.9031 -0.225 -0.155 -0.352 0.321
C -1.7767 -0.4552 -3.1424 0.421 0.006 0.818 0.188
C -2.5188 -1.5089 -3.6787 -0.476 -0.441 -0.859 0.120
C -3.0604 -1.4056 -4.9556 0.031 -0.587 0.730 0.029
C -2.8270 -0.2944 -5.7416 -0.009 0.218 -0.154 0.252
C -2.0078 0.7609 -5.2760 0.522 0.418 0.789 -0.003
C -1.6427 1.8797 -6.0514 0.057 -0.119 0.139 0.041
C -0.7638 2.7974 -5.5279 -0.016 -0.138 -0.026 -0.002
C -0.2731 2.6202 -4.2307 -0.063 0.244 -0.212 -0.009
N -0.6499 1.6192 -3.4578 -0.184 -0.332 0.286 0.105
C -1.4913 0.6888 -3.9599 -0.155 0.681 -0.911 0.132
C -1.2212 -3.0623 -0.7160 0.195 0.640 -0.356 0.010
C -0.9766 -4.3817 -1.0464 0.093 -0.050 -0.251 0.001
C -1.5770 -5.3723 -0.2831 0.025 0.113 -0.037 0.000
C -2.3935 -5.0246 0.7830 0.065 -0.084 -0.084 0.002
C -2.6288 -3.6926 1.0975 0.025 0.168 -0.085 -0.001
C -2.0354 -2.6960 0.3404 -0.195 0.014 0.193 0.004
H -2.6949 -2.3868 -3.0757 -0.079 -0.090 0.039 0.007
H -3.6738 -2.2117 -5.3303 -0.029 -0.026 -0.049 0.007
H -3.2606 -0.2218 -6.7270 -0.040 -0.037 -0.155 -0.007
H -2.0317 1.9891 -7.0527 -0.026 0.030 -0.117 0.004
H -0.4409 3.6471 -6.1054 0.078 0.103 -0.068 0.001
H 0.4346 3.3243 -3.8180 0.016 0.066 0.100 -0.003
H -0.3306 -4.6136 -1.8784 0.101 -0.121 -0.073 0.000
H -1.3982 -6.4089 -0.5213 -0.006 -0.094 -0.015 0.000
H -2.8529 -5.8025 1.3702 -0.075 -0.094 0.106 0.000
H -3.2698 -3.4407 1.9284 -0.062 0.049 0.038 0.000
H -2.1953 -1.6481 0.5461 -0.084 0.119 0.184 -0.004
C 0.6159 -1.4812 5.8641 -0.142 0.006 -0.142 0.000
C -0.3908 -1.4421 4.9080 0.036 -0.097 0.142 0.008
C -0.0787 -1.1456 3.5937 0.137 0.302 -0.022 0.128
C 1.2372 -0.8645 3.2386 -0.134 0.261 -0.506 0.075
C 2.2521 -0.9126 4.1944 -0.126 0.102 -0.059 0.023
C 1.9252 -1.1914 5.5105 0.083 -0.093 -0.027 0.009
P 1.5918 -0.7264 1.4420 1.550 -0.930 1.854 0.393
C 2.4086 0.7968 0.8905 -0.171 -0.187 0.140 0.023
C 3.1021 1.5856 1.8040 -0.123 -0.184 -0.132 0.023
C 3.6969 2.7627 1.3766 0.016 0.135 -0.031 0.010
C 3.5917 3.1648 0.0545 -0.116 0.013 0.062 0.002
C 2.8778 2.3915 -0.8524 -0.039 -0.019 0.049 -0.002
C 2.2780 1.2125 -0.4397 0.189 -0.182 0.058 0.248
C 2.7223 -2.1301 1.2778 -0.301 0.468 -0.157 0.042
C 4.0536 -1.9679 0.9097 -0.109 -0.116 -0.215 0.020
C 4.8728 -3.0835 0.8374 0.089 -0.063 0.084 -0.014
C 4.3749 -4.3425 1.1493 0.137 0.118 -0.057 0.039
C 3.0444 -4.5034 1.5140 -0.038 0.150 0.130 -0.013
C 2.2215 -3.3963 1.5966 -0.003 0.090 -0.153 0.056
H 0.3836 -1.7710 6.8767 -0.035 0.094 0.138 0.000
H -1.4110 -1.6548 5.1874 -0.092 -0.085 0.031 0.000
H -0.8432 -1.1255 2.8307 -0.178 -0.016 -0.033 0.008
H 3.2852 -0.7589 3.9204 0.107 0.006 -0.040 0.005
H 2.7031 -1.2192 6.2567 0.100 -0.033 0.081 0.001
H 3.1813 1.2848 2.8383 0.024 -0.006 0.065 -0.003
H 4.2445 3.3663 2.0832 0.093 0.067 0.060 0.001
H 4.0577 4.0816 -0.2688 0.100 0.091 -0.040 0.001
H 2.8169 2.6955 -1.8855 -0.001 0.032 -0.157 0.000
H 1.7726 0.5641 -1.1495 0.163 0.059 -0.047 -0.114
H 4.4507 -0.9886 0.6882 0.036 0.087 -0.088 0.005
H 5.9057 -2.9622 0.5435 0.053 -0.042 0.054 0.000
H 5.0350 -5.1972 1.1303 0.012 -0.063 -0.094 0.001
H 2.6577 -5.4805 1.7599 0.000 -0.084 0.030 0.000
H 1.1936 -3.5025 1.9160 -0.123 -0.064 0.013 0.012
```
Positions in Å, forces in eV/Å.

=====

Formula: C5H13N
Source: OMol25
Level of theory: wB97M-V/def2-TZVPD

Values from the calculation:
- Structure (SMILES): C=CC.CNC
- Orbital gap: 0.3614 Ha
- Multiplicity: 1
- Energy above the lowest of the compared OMol25 structures with the same formula, charge and spin: 183.7 kJ/mol

Structure (XYZ):
```
19
Properties=species:S:1:pos:R:3:forces:R:3:mulliken_charge:R:1
C 1.8863 2.3977 0.7594 0.439 0.610 -0.660 -0.780
C 2.7685 1.5723 1.3028 -0.351 0.045 0.142 0.111
C 3.8276 0.8598 0.5127 -0.938 -0.273 -0.263 -0.899
H 1.2888 3.1227 1.2961 -0.413 -0.549 0.291 0.275
H 1.8797 2.5190 -0.3238 0.110 0.150 0.109 0.201
H 2.6613 1.3416 2.3628 0.490 0.279 0.003 0.298
H 3.6967 -0.2092 0.6955 0.634 -0.054 0.029 0.253
H 3.6584 1.0154 -0.5573 0.030 0.068 0.094 0.285
H 4.8290 1.2276 0.7361 -0.009 -0.283 0.253 0.258
C -3.0840 -1.9434 0.2812 0.063 -0.651 0.633 -0.759
N -2.7489 -0.6830 -0.3981 -0.001 -0.555 0.235 -0.382
C -2.3946 -0.9109 -1.8014 0.002 -0.284 0.326 -0.875
H -2.9915 -2.8345 -0.3517 -0.051 0.229 -0.186 0.246
H -2.4056 -2.1296 1.1157 0.304 0.085 -0.023 0.282
H -4.0532 -2.0106 0.7839 -0.292 0.488 -0.532 0.260
H -1.8994 -0.3915 0.0682 -0.088 0.444 -0.166 0.280
H -1.6778 -1.7416 -1.8703 0.144 0.165 -0.314 0.346
H -1.9761 0.0010 -2.2223 0.048 -0.047 -0.067 0.300
H -3.2650 -1.2025 -2.3895 -0.120 0.134 0.096 0.300
```
Positions in Å, forces in eV/Å.

=====

Formula: C38H45MnN8O2S2
Source: OMol25
Level of theory: wB97M-V/def2-TZVPD

Values from the calculation:
- Expectation value of S²: 8.8175
- Charge: +1
- Orbital gap (spin up / spin down): 0.1934 / 0.2340 Ha
- Multiplicity: 6
- Energy above the lowest of the compared OMol25 structures with the same formula, charge and spin: 33.4 kJ/mol

Structure (XYZ):
```
96
Properties=species:S:1:pos:R:3:forces:R:3:mulliken_spin:R:1
Mn 0.9555 0.2642 -0.1357 0.324 -1.535 1.753 4.005
C 0.3624 2.6011 -3.5804 -0.054 -0.094 0.235 -0.008
C 0.7701 1.5856 -2.5717 -1.176 1.056 1.352 0.100
N 0.3696 1.6165 -1.3165 0.595 0.276 -2.183 -0.145
N -0.4822 2.5317 -0.8519 -0.936 1.306 0.384 0.013
C -0.7298 2.2846 0.4205 0.342 -0.058 -1.524 -0.010
O -0.0654 1.3356 0.9905 0.089 -0.263 1.099 -0.083
C -1.7942 2.9700 1.1504 -0.151 0.076 0.331 -0.009
C -2.8248 3.6072 0.4599 0.180 -0.133 -0.057 -0.010
C -3.9038 4.1167 1.1565 -0.060 0.075 0.020 0.003
C -3.9541 4.0242 2.5404 -0.008 -0.028 -0.084 -0.004
C -2.9182 3.4173 3.2314 -0.012 -0.005 0.143 0.003
C -1.8476 2.8801 2.5433 0.145 -0.060 -0.225 0.000
C 1.5855 0.4445 -2.8604 1.166 -1.460 -0.260 0.022
C 2.1235 0.1696 -4.1255 -0.399 0.521 0.702 0.010
C 2.8266 -0.9953 -4.3284 0.118 -0.545 0.559 0.007
C 2.9877 -1.8810 -3.2585 -0.155 0.385 -0.436 0.016
C 2.4532 -1.5418 -2.0314 -0.113 -0.017 0.500 0.060
N 1.7788 -0.4121 -1.8079 0.364 0.211 -1.600 -0.105
H -0.2752 3.3441 -3.1093 0.028 -0.031 -0.015 0.001
H -0.1849 2.1222 -4.3905 -0.039 -0.079 -0.070 0.005
H 1.2394 3.0914 -3.9984 0.103 0.036 -0.064 0.004
H -2.7760 3.6623 -0.6168 -0.035 -0.010 -0.095 -0.001
H -4.7140 4.5875 0.6217 -0.067 0.077 -0.085 0.000
H -4.8034 4.4180 3.0793 -0.046 0.061 0.029 0.000
H -2.9539 3.3551 4.3096 0.020 -0.016 0.051 0.000
H -1.0497 2.3829 3.0753 0.050 -0.020 0.021 0.001
H 1.9518 0.8658 -4.9291 0.002 0.097 -0.090 0.002
H 3.2307 -1.2352 -5.2998 0.072 0.026 -0.094 -0.001
H 3.5178 -2.8132 -3.3724 0.039 -0.053 0.017 -0.001
H 2.5664 -2.2001 -1.1774 -0.028 0.097 -0.010 0.012
C 2.5361 1.9351 3.0609 -0.078 -0.051 -0.125 0.002
C 3.6606 1.9580 2.0721 -0.002 -0.210 -0.279 -0.022
C 4.6408 2.9344 2.1475 0.057 0.091 -0.109 -0.003
C 5.6892 2.9718 1.2446 0.015 -0.042 -0.004 0.010
C 5.7829 1.9948 0.2728 -0.011 0.144 0.047 -0.006
C 4.8251 0.9978 0.1651 -0.288 -0.079 0.228 -0.027
C 4.9958 -0.0553 -0.8873 -0.010 0.086 0.069 0.007
C 3.7386 0.9836 1.0564 0.828 0.646 0.110 -0.026
N 2.7327 0.0081 0.9531 -0.574 -0.429 -0.024 0.295
C 2.6976 -1.0432 1.7909 0.301 0.442 -0.176 0.350
C 3.8559 -1.3836 2.6789 -0.105 0.054 -0.042 0.003
C 1.5307 -1.8274 1.7989 -0.407 -0.142 -0.211 0.395
C 1.3973 -2.9802 2.7486 -0.021 0.132 -0.096 -0.006
N 0.5608 -1.5003 0.9266 0.699 0.543 -0.295 0.056
C -0.7144 -2.0843 0.9719 -0.991 -0.514 0.202 0.006
C -1.0540 -3.0795 0.0385 0.161 0.274 0.310 -0.034
C -0.0050 -3.5927 -0.8943 -0.081 0.107 -0.015 0.013
C -2.3394 -3.5966 0.0239 -0.098 0.089 0.073 -0.004
C -3.2895 -3.1578 0.9314 0.000 0.017 -0.027 0.006
C -2.9424 -2.2055 1.8752 0.042 -0.166 0.001 0.004
C -1.6632 -1.6697 1.9247 0.205 0.008 -0.269 -0.007
C -1.3178 -0.6741 2.9874 0.190 0.048 -0.075 0.014
H 2.4978 2.8743 3.6068 -0.067 0.024 0.064 0.000
H 2.6704 1.1268 3.7798 -0.045 -0.067 0.106 0.005
H 1.5881 1.7665 2.5470 -0.007 0.051 0.179 0.008
H 4.5817 3.6849 2.9205 -0.062 0.095 0.125 0.001
H 6.4343 3.7511 1.3026 0.063 0.043 0.050 0.000
H 6.6161 1.9966 -0.4151 0.089 -0.001 -0.073 0.001
H 6.0549 -0.2005 -1.0832 0.060 -0.083 -0.096 0.001
H 4.5213 0.2610 -1.8174 -0.015 -0.102 -0.113 -0.001
H 4.5616 -1.0003 -0.5703 0.026 -0.067 -0.047 0.000
H 4.6814 -0.6957 2.5165 0.037 -0.013 0.033 0.008
H 4.1992 -2.3978 2.4767 0.063 -0.073 0.035 0.004
H 3.5693 -1.3410 3.7293 0.025 -0.011 0.101 0.004
H 2.1819 -3.7151 2.5669 0.027 -0.074 0.032 0.005
H 0.4307 -3.4654 2.6409 -0.011 -0.035 0.010 0.009
H 1.5044 -2.6377 3.7778 0.001 -0.047 0.088 0.006
H 0.8933 -3.8421 -0.3333 0.159 -0.117 -0.027 0.003
H 0.2538 -2.8255 -1.6213 0.066 -0.024 -0.075 0.006
H -0.3520 -4.4749 -1.4242 0.011 -0.075 -0.074 0.000
H -2.5920 -4.3544 -0.7038 -0.026 -0.114 -0.041 0.000
H -4.2873 -3.5731 0.9216 -0.072 -0.037 -0.026 0.000
H -3.6621 -1.8810 2.6170 -0.086 -0.033 0.083 0.001
H -2.2182 -0.2350 3.4146 0.003 0.011 0.041 0.001
H -0.6915 0.1142 2.5764 -0.096 -0.030 0.150 -0.004
H -0.7576 -1.1548 3.7880 0.039 -0.057 0.184 0.001
S -2.5558 0.0307 -1.1569 0.077 0.204 -0.311 0.013
C -4.1319 0.4047 -0.8678 -0.081 -0.157 0.414 0.008
N -4.7997 0.0604 0.2382 -0.028 0.142 -0.034 0.000
C -6.2400 0.1979 0.2276 -0.335 -0.175 0.098 0.000
C -6.5887 1.2262 -0.8473 0.233 0.259 -0.266 0.000
S -5.1609 1.2534 -1.9986 -0.104 -0.146 0.241 0.000
H -4.3417 -0.5601 0.8988 0.035 0.133 -0.199 0.000
H -6.5892 0.5179 1.2135 -0.034 -0.057 -0.154 0.000
H -6.7027 -0.7669 -0.0162 0.023 0.089 0.092 0.000
H -6.7095 2.2308 -0.4427 -0.036 -0.095 0.039 0.000
H -7.4772 0.9500 -1.4122 0.005 0.041 0.137 0.000
N -2.3955 -2.1948 -3.5745 -0.178 -0.022 0.037 0.000
C -1.0612 -1.9534 -3.6270 -0.269 -0.378 -0.322 -0.004
N -0.3194 -2.8870 -4.3020 0.073 -0.234 -0.168 0.000
O -0.5460 -0.9773 -3.1121 0.288 0.270 0.062 0.012
H -2.7532 -3.1223 -3.7154 0.027 -0.050 -0.065 0.000
H -2.9004 -1.6025 -2.9305 -0.017 0.056 0.071 0.001
H -0.7808 -3.5112 -4.9412 0.012 0.000 -0.040 0.000
H 0.6169 -2.6135 -4.5490 -0.061 0.021 0.062 -0.001
```
Positions in Å, forces in eV/Å.

=====

Formula: C5H7N2
Source: OMol25
Level of theory: wB97M-V/def2-TZVPD

Values from the calculation:
- Expectation value of S²: 2.0361
- Charge: +1
- Orbital gap (spin up / spin down): 0.3183 / 0.2542 Ha
- Multiplicity: 3
- Energy above the lowest of the compared OMol25 structures with the same formula, charge and spin: 228.1 kJ/mol

Structure (XYZ):
```
14
Properties=species:S:1:pos:R:3:forces:R:3:mulliken_spin:R:1
C -0.1018 2.1953 -1.3559 -0.445 -1.455 1.953 0.494
C -0.2474 1.6173 -0.1134 -1.180 -0.818 0.328 -0.004
C -0.7827 -0.9549 -0.0708 -3.659 -5.299 -0.666 0.326
C -0.3818 0.2690 0.0248 1.466 4.966 0.001 0.801
C -0.1770 -2.2692 0.2432 3.905 2.312 -0.262 0.066
N 2.0866 0.6996 2.1188 -1.431 -1.194 -2.510 0.013
N 1.5988 0.2430 1.2292 2.751 0.884 3.436 0.026
H -0.1279 3.2291 -1.3046 0.369 1.783 -1.051 0.029
H 0.0158 1.4667 -2.0970 0.157 0.127 -1.884 0.020
H -0.3015 2.2736 0.7593 0.282 -0.414 0.090 0.047
H -1.8555 -1.0873 -0.3932 0.741 0.294 -0.114 0.084
H 0.5918 -2.5018 -0.6444 -1.406 0.377 1.676 0.079
H 0.4561 -2.0893 1.1469 0.044 -0.390 -0.751 0.016
H -0.7735 -3.0912 0.4570 -1.594 -1.173 -0.245 0.004
```
Positions in Å, forces in eV/Å.

=====

Number 1: E_tot -81673.11105 eV. Number 2: E_tot -6884.29297 eV. Number 3: E_tot -109141.02607 eV. Number 4: E_tot -8266.07409 eV.